Record 1
Computed, not measured: a gas-phase ion, H4N2O2P (charge -1), with ωB97M-V/def2-TZVPD.

Geometry as XYZ:
```
9
Properties=species:S:1:pos:R:3
P 0.515 -0.016 -0.201
O 1.473 0.441 0.855
O 1.034 -0.114 -1.596
N -1.027 1.159 -0.190
N -0.122 -1.545 0.334
H -0.866 -1.418 0.974
H 0.742 -1.617 0.923
H -1.376 1.284 -1.178
H -0.374 1.826 0.080
```

Values from the calculation:
net charge	-1
HOMO-LUMO gap	9.288	eV
SMILES	NP(N)(=O)[O-]
calculated total energy	-603.8817	Eh
LUMO energy	0.170	Eh
maximum force	3.80	eV/A

***

Record 2
Computed, not measured: a gas-phase ion, H4N2O2P (charge -1), with ωB97M-V/def2-TZVPD.

Geometry as XYZ:
```
9
Properties=species:S:1:pos:R:3
P -0.524 0.786 0.620
O -0.816 2.222 0.409
O -1.616 -0.119 0.340
N 0.751 -1.237 -0.612
N 0.821 0.215 -0.364
H 0.557 -1.612 0.283
H -0.210 -1.371 -1.098
H 0.215 0.538 1.706
H 0.822 0.579 -1.284
```

Values from the calculation:
net charge	-1
HOMO-LUMO gap	9.164	eV
SMILES	NN[P@H](=O)[O-]
calculated total energy	-603.8267	Eh
LUMO energy	0.176	Eh
maximum force	3.76	eV/A

***

Record 3
Computed, not measured: 2 unconnected molecules or ions with the total composition H4N2O2P, with ωB97M-V/def2-TZVPD.

Geometry as XYZ:
```
9
Properties=species:S:1:pos:R:3
P 1.982 0.245 0.065
O 2.564 0.123 1.393
O 2.769 0.934 -1.082
N 1.470 -1.318 -0.419
N -1.350 1.097 0.085
H 1.458 -1.529 -1.404
H -1.432 1.784 -0.695
H 0.582 -1.592 0.038
H -1.659 1.614 0.943
```

Values from the calculation:
net charge	-1
spin multiplicity	3
HOMO-LUMO gap (spin up / spin down)	5.792 / 6.765	eV
<S²>	2.007
calculated total energy	-603.7460	Eh
LUMO energy (spin up / spin down)	0.155 / 0.085	Eh
maximum force	4.04	eV/A

***

Record 4
Computed, not measured: 2 unconnected molecules or ions with the total composition H4N2O2S, with ωB97M-V/def2-TZVPD.

Geometry as XYZ:
```
9
Properties=species:S:1:pos:R:3
S 0.159 0.203 -0.628
O 2.694 -0.214 0.626
O -0.494 0.711 -1.803
N -0.400 1.089 0.691
N -0.603 -1.269 -0.251
H 0.264 1.094 1.454
H -0.147 -1.770 0.500
H -0.741 2.016 0.474
H -0.730 -1.860 -1.063
```

Values from the calculation:
HOMO-LUMO gap (spin up / spin down)	6.552 / 7.150	eV
calculated total energy	-660.3572	Eh
LUMO energy (spin up / spin down)	-0.100 / -0.081	Eh
maximum force	1.83	eV/A

***

Record 5
Computed, not measured: H4N2OS2 in the gas phase, with ωB97M-V/def2-TZVPD.

Geometry as XYZ:
```
9
Properties=species:S:1:pos:R:3
S 0.142 1.970 0.730
S 1.933 -0.631 0.120
O 1.054 1.261 -0.258
N -1.308 1.164 0.487
N 0.837 -1.599 -0.483
H 0.158 -2.008 0.161
H -1.958 1.261 -0.280
H 0.718 -1.814 -1.537
H -1.575 0.397 1.060
```

Values from the calculation:
HOMO-LUMO gap (spin up / spin down)	7.185 / 7.190	eV
SMILES	NSOSN
calculated total energy	-983.4349	Eh
LUMO energy (spin up / spin down)	-0.012 / -0.012	Eh
maximum force	4.26	eV/A

***

Record 6
Computed, not measured: a molecular structure, H4N3O, with ωB97M-V/def2-TZVPD.

Geometry as XYZ:
```
8
Properties=species:S:1:pos:R:3
O 0.165 0.605 -1.671
N 0.726 1.169 -0.534
N 0.436 -0.073 0.788
N -0.393 -0.987 0.102
H -1.389 -0.954 0.269
H 1.803 1.135 -0.416
H -0.183 0.684 1.249
H -0.228 -0.473 -0.991
```

Values from the calculation:
net charge	-1
HOMO-LUMO gap	7.635	eV
calculated total energy	-241.7494	Eh
LUMO energy	0.203	Eh
maximum force	2.96	eV/A

***

Record 7
Computed, not measured: a molecular structure, H4N4, with ωB97M-V/def2-TZVPD.

Geometry as XYZ:
```
8
Properties=species:S:1:pos:R:3
N -0.270 -0.416 -1.688
N 0.230 0.978 0.089
N 0.043 -0.238 -0.492
N 0.036 -1.734 0.567
H 0.179 -1.296 1.480
H -0.151 1.757 -0.601
H -0.161 -1.446 -1.840
H 0.112 0.954 1.114
```

Values from the calculation:
HOMO-LUMO gap	8.660	eV
calculated total energy	-221.2145	Eh
LUMO energy	0.014	Eh
maximum force	4.25	eV/A

***

Record 8
Computed, not measured: a gas-phase ion, H4N5 (charge +1), with ωB97M-V/def2-TZVPD.

Geometry as XYZ:
```
9
Properties=species:S:1:pos:R:3
N 0.991 -0.749 0.189
N -2.411 0.373 -0.149
N -1.443 -0.213 0.121
N 1.485 0.347 -0.231
N -0.421 -0.460 0.664
H -3.117 0.199 -0.755
H 2.119 0.868 0.334
H 1.177 0.786 -1.063
H 1.620 -1.151 0.890
```

Values from the calculation:
net charge	+1
HOMO-LUMO gap (spin up / spin down)	8.522 / 8.522	eV
SMILES	[H]/N=N/N=[NH+]\N
calculated total energy	-275.6923	Eh
LUMO energy (spin up / spin down)	-0.216 / -0.216	Eh
maximum force	4.94	eV/A

***

Record 9
Computed, not measured: 2 unconnected molecules or ions with the total composition H4N5, with ωB97M-V/def2-TZVPD.

Geometry as XYZ:
```
9
Properties=species:S:1:pos:R:3
N 1.270 -0.753 -0.823
N -0.943 1.019 0.687
N 2.358 -0.750 -1.193
N 0.042 1.317 0.068
N -1.345 -0.266 0.763
H 3.318 -0.762 -1.610
H -0.751 -0.903 0.206
H -2.327 -0.637 0.771
H -1.623 1.734 1.131
```

Values from the calculation:
net charge	+1
spin multiplicity	3
HOMO-LUMO gap (spin up / spin down)	5.044 / 9.093	eV
<S²>	2.021
calculated total energy	-275.6609	Eh
LUMO energy (spin up / spin down)	-0.209 / -0.262	Eh
maximum force	3.28	eV/A

***

Record 10
Computed, not measured: 2 unconnected molecules or ions with the total composition H4N5O2, with ωB97M-V/def2-TZVPD.

Geometry as XYZ:
```
11
Properties=species:S:1:pos:R:3
O 2.823 0.479 0.511
O -3.235 -0.835 -0.350
N 1.942 -1.182 -0.631
N -2.172 -0.104 -0.257
N -1.261 -0.258 0.647
N 1.828 -0.280 0.229
N -0.453 0.741 0.718
H -2.230 0.738 -0.843
H 2.917 -1.390 -0.877
H 0.530 0.424 0.646
H -0.688 1.667 0.208
```

Values from the calculation:
net charge	-1
HOMO-LUMO gap (spin up / spin down)	7.999 / 7.997	eV
calculated total energy	-426.4956	Eh
LUMO energy (spin up / spin down)	0.153 / 0.153	Eh
maximum force	4.30	eV/A

***

Record 11
Computed, not measured: 2 unconnected molecules or ions with the total composition H4NO2PS, with ωB97M-V/def2-TZVPD.

Geometry as XYZ:
```
9
Properties=species:S:1:pos:R:3
S 0.580 1.917 -0.250
P -1.175 -0.949 -0.351
O -0.469 -1.177 -1.798
O -0.169 -1.622 0.586
N -0.103 0.834 0.871
H -0.918 1.405 1.187
H 1.765 1.822 0.208
H 0.496 -1.105 -1.857
H -0.007 -1.126 1.404
```

Values from the calculation:
HOMO-LUMO gap (spin up / spin down)	7.881 / 7.880	eV
calculated total energy	-947.1338	Eh
LUMO energy (spin up / spin down)	0.000 / 0.000	Eh
maximum force	3.64	eV/A

***

Record 12
Computed, not measured: H4NO2PS in the gas phase, with ωB97M-V/def2-TZVPD.

Geometry as XYZ:
```
9
Properties=species:S:1:pos:R:3
S 2.569 -0.398 0.218
P 0.090 0.053 -0.007
O -0.395 1.496 0.330
O -0.174 -0.057 -1.554
N -1.082 -0.800 0.693
H -0.917 -1.851 0.486
H 0.201 2.191 -0.004
H 0.573 0.326 -1.903
H -0.863 -0.961 1.741
```

Values from the calculation:
HOMO-LUMO gap	8.201	eV
SMILES	NP(O)(O)=S
calculated total energy	-947.1794	Eh
LUMO energy	-0.003	Eh
maximum force	5.47	eV/A